89
Properties=species:S:1:pos:R:3:lowdin_charge:R:1 method="wB97M-V/def2-TZVPD" e_tot_ev=-110835.5738 gap_ha=0.2056 homo_energy_ev=-3.370 charge=-1
C 5.7835 1.0312 3.6141 0.00
C 5.6983 -0.4244 3.1948 -0.45
O 5.2684 -1.2618 3.9892 0.07
N 6.0989 -0.8192 1.8764 -0.12
C 7.1760 0.0410 1.3502 -0.09
C 4.9676 -0.7363 0.9197 -0.18
C 3.6503 -1.3671 1.3988 -0.19
C 2.5195 -0.3352 1.4524 -0.33
C 1.2398 -0.8583 2.1083 -0.30
Ga -0.2352 0.5160 1.8743 0.17
N -1.6499 0.3749 3.2370 -0.03
C -1.4037 1.1212 4.2321 -0.60
C -1.9690 2.5389 4.3552 -0.08
C -0.5153 0.6791 5.3943 -0.08
P -1.2983 0.4114 -0.2317 0.66
C -1.3462 2.1935 -0.7723 -0.43
C -0.1496 -0.3942 -1.4798 -0.40
H 5.5944 1.0632 4.6795 0.08
H 5.0206 1.6261 3.1213 0.09
H 6.7630 1.4602 3.4450 0.07
H 6.8266 1.0599 1.1762 0.08
H 7.4476 -0.3482 0.3746 0.08
H 8.0328 0.0461 2.0108 0.09
H 5.2921 -1.2539 0.0211 0.10
H 4.7742 0.3025 0.6437 0.11
H 3.7581 -1.8900 2.3416 0.10
H 3.3533 -2.1142 0.6661 0.11
H 2.2778 -0.0917 0.4157 0.08
H 2.8473 0.5745 1.9501 0.08
H 1.0003 -1.8477 1.7219 0.04
H 1.4388 -0.9700 3.1759 0.04
H 0.4130 2.0005 2.0442 -0.04
H -1.8590 3.0054 3.3839 0.05
H -1.3950 3.1178 5.0791 0.05
H -3.0113 2.5029 4.6500 0.06
H 0.4968 1.0124 5.1564 0.07
H -0.4985 -0.4022 5.4175 0.06
H -0.8031 1.1093 6.3509 0.05
H -2.1094 2.3737 -1.5212 -0.01
H -0.3811 2.5238 -1.1550 0.01
H -1.5385 2.7811 0.1198 -0.01
H 0.7341 -0.8039 -1.0049 -0.01
H 0.1350 0.3474 -2.2237 0.01
H -0.6906 -1.1689 -2.0109 -0.01
C 11.4579 -5.3402 -1.6648 -0.07
C 10.1770 -5.1684 -2.4536 -0.22
O 9.0178 -5.3258 -1.6287 0.03
C 8.7116 -4.2680 -0.8727 -0.62
O 9.2989 -3.2174 -0.8681 0.12
O 7.6350 -4.5662 -0.1628 0.02
C 7.2037 -3.5247 0.7308 -0.03
H 11.4546 -6.2960 -1.1395 0.08
H 12.3192 -5.3093 -2.3325 0.08
H 11.5680 -4.5499 -0.9238 0.07
H 10.0920 -5.9450 -3.2116 0.12
H 10.1437 -4.2020 -2.9559 0.12
H 7.0768 -2.5913 0.1996 0.06
H 7.9242 -3.4024 1.5363 0.10
H 6.2510 -3.8367 1.1451 0.10
C -7.1499 4.8458 -5.3413 -0.07
C -6.2834 4.9259 -4.1025 -0.21
O -6.2646 3.6862 -3.3858 0.02
C -5.4686 2.7453 -3.8975 -0.61
O -4.7679 2.8646 -4.8661 0.13
O -5.5772 1.6640 -3.1357 -0.01
C -4.8078 0.5398 -3.5769 -0.03
H -8.1532 4.5057 -5.0815 0.08
H -7.2223 5.8254 -5.8143 0.08
H -6.7340 4.1448 -6.0634 0.07
H -6.6911 5.6513 -3.4009 0.12
H -5.2645 5.2267 -4.3441 0.12
H -3.7649 0.8123 -3.7138 0.10
H -5.2213 0.1416 -4.5028 0.10
H -4.8791 -0.2101 -2.7951 0.09
C -8.1203 2.1368 -0.6084 -0.05
C -7.6235 0.7164 -0.7541 -0.20
O -8.4241 -0.2096 0.0071 0.05
C -9.5826 -0.5452 -0.5345 -0.62
O -10.0098 -0.1940 -1.6033 0.12
O -10.2017 -1.3867 0.3003 0.00
C -11.4879 -1.8097 -0.1447 -0.05
H -8.1754 2.4122 0.4458 0.08
H -7.4424 2.8193 -1.1192 0.07
H -9.1154 2.2508 -1.0385 0.08
H -6.6177 0.6264 -0.3505 0.13
H -7.5945 0.4088 -1.7977 0.11
H -11.4372 -2.2248 -1.1489 0.09
H -12.1893 -0.9766 -0.1240 0.10
H -11.8142 -2.5768 0.5517 0.09

11
Properties=species:S:1:pos:R:3:lowdin_charge:R:1 method="wB97M-V/def2-TZVPD" e_tot_ev=-27461.7864 gap_ha="0.2411 / 0.2411" homo_energy_ev="-14.308 / -14.307" charge=+1
C 0.3267 0.2470 -0.3882 -0.37
N 1.5932 0.5909 0.1640 -0.31
N -0.0713 -1.0551 -0.2524 0.06
S 2.5576 1.8298 0.0721 1.07
Cl -3.2473 -0.7036 0.4815 0.34
H 0.3842 0.4317 -1.4769 0.18
H -0.4445 0.8948 0.0544 0.16
H -0.9702 -1.1942 0.1589 -0.02
H 0.5887 -1.5963 0.2614 0.10
H -4.5216 -0.6087 0.6923 -0.19
H 3.8046 1.1638 0.2328 0.00

9
Properties=species:S:1:pos:R:3:lowdin_charge:R:1 method="wB97M-V/def2-TZVPD" e_tot_ev=-7163.4020 gap_ha=0.3973 smiles="C1N=NCO1" homo_energy_ev=-9.835
C 0.7007 -1.0120 -0.0185 -0.05
N 1.5409 0.1250 0.0203 -0.01
N 0.9313 1.1670 0.0158 0.01
C -0.5213 1.0686 -0.0496 -0.25
O -0.8386 -0.3202 0.0218 -0.14
H 0.9208 -1.4749 -0.9503 0.10
H 0.9376 -1.4454 0.9097 0.10
H -0.8041 1.5714 1.0056 0.16
H -0.9834 1.6054 -0.7795 0.08

133
Properties=species:S:1:pos:R:3:lowdin_charge:R:1 method="wB97M-V/def2-TZVPD" e_tot_ev=-108438.5942 gap_ha="0.2241 / 0.2241" homo_energy_ev="-9.096 / -9.094" charge=+1
Pt 0.5669 -0.1484 0.8844 0.83
S 2.3148 0.1109 -0.6433 0.62
C 2.5931 1.7488 -0.0600 -0.75
N 3.7094 2.3877 -0.0183 0.07
N 4.8004 1.7304 -0.3735 0.00
C 6.0666 2.3132 -0.2391 -0.24
C 6.2209 3.6429 0.1379 -0.03
C 7.4976 4.1726 0.2381 -0.08
C 8.6165 3.3982 -0.0322 -0.09
C 8.4512 2.0725 -0.4081 -0.09
C 7.1831 1.5280 -0.5134 -0.04
N 1.4783 2.5138 0.2795 0.06
N 0.4549 1.8571 0.6136 -0.17
C -0.7582 2.6392 0.6539 -0.24
C -1.9130 2.0804 1.1728 -0.06
C -3.0724 2.8355 1.2333 -0.06
C -3.0836 4.1362 0.7527 -0.07
C -1.9327 4.6764 0.1942 -0.07
C -0.7670 3.9329 0.1347 -0.02
H 4.7293 0.7276 -0.5243 0.09
H 5.3496 4.2449 0.3478 0.10
H 7.6160 5.2070 0.5327 0.11
H 9.6072 3.8235 0.0477 0.10
H 9.3139 1.4558 -0.6220 0.10
H 7.0550 0.4934 -0.8098 0.11
H -1.9040 1.0542 1.4938 0.03
H -3.9714 2.4046 1.6547 0.11
H -3.9913 4.7235 0.7984 0.11
H -1.9434 5.6816 -0.2056 0.11
H 0.1270 4.3423 -0.3094 0.11
C 2.4567 -0.2872 3.7211 -0.10
C 1.1542 -0.9371 4.2073 -0.65
C 0.9840 -0.5644 5.6853 -0.07
C 1.3248 -2.4543 4.0838 -0.07
P -0.2898 -0.3074 3.1515 1.08
C -0.5622 1.3344 3.9203 -0.35
C 0.3599 2.3433 3.6379 -0.12
C 0.2553 3.5993 4.2127 -0.05
C -0.7844 3.8784 5.0858 -0.07
C -1.7070 2.8878 5.3821 -0.06
C -1.5952 1.6293 4.8093 -0.09
C -1.8264 -1.3678 3.4579 -0.63
C -1.7667 -2.6071 2.5462 -0.10
C -2.0318 -1.8543 4.8988 -0.08
C -3.0683 -0.5895 2.9927 -0.10
H 3.2682 -0.6341 4.3651 0.10
H 2.4335 0.7981 3.7923 0.07
H 2.6893 -0.5586 2.6919 0.04
H 1.8219 -0.9919 6.2415 0.09
H 0.0675 -0.9522 6.1218 0.07
H 1.0035 0.5147 5.8343 0.08
H 2.2749 -2.7315 4.5468 0.10
H 1.3589 -2.7807 3.0483 0.05
H 0.5414 -3.0070 4.5976 0.07
H 1.1699 2.1625 2.9473 0.08
H 0.9846 4.3591 3.9653 0.11
H -0.8760 4.8598 5.5315 0.11
H -2.5213 3.0905 6.0652 0.11
H -2.3307 0.8875 5.0686 0.08
H -0.9281 -3.2619 2.7713 0.07
H -1.7243 -2.3114 1.5004 0.04
H -2.6873 -3.1750 2.7093 0.09
H -1.2401 -2.5212 5.2298 0.06
H -2.9623 -2.4276 4.9197 0.09
H -2.1268 -1.0588 5.6333 0.07
H -3.0006 -0.3826 1.9264 0.03
H -3.2484 0.3328 3.5407 0.07
H -3.9368 -1.2388 3.1364 0.10
O -2.2850 -0.8323 -0.1656 -0.34
P -2.8452 -0.5455 -1.5166 0.79
C -2.0284 0.8169 -2.3645 -0.27
C -0.6489 0.7300 -2.5502 -0.13
C 0.0472 1.7734 -3.1363 -0.08
C -0.6329 2.9138 -3.5436 -0.07
C -2.0034 3.0121 -3.3538 -0.07
C -2.7024 1.9684 -2.7645 -0.06
C -2.7335 -2.0064 -2.5889 -0.26
C -3.4564 -3.1304 -2.1769 -0.09
C -3.4214 -4.2980 -2.9209 -0.10
C -2.6416 -4.3624 -4.0731 -0.07
C -1.9230 -3.2537 -4.4860 -0.06
C -1.9759 -2.0734 -3.7511 -0.06
C -4.6096 -0.1784 -1.4793 -0.29
C -5.2149 0.0660 -0.2529 -0.06
C -6.5725 0.3501 -0.1910 -0.07
C -7.3241 0.3891 -1.3550 -0.07
C -6.7242 0.1388 -2.5843 -0.07
C -5.3713 -0.1485 -2.6467 -0.08
H -0.1088 -0.1461 -2.2127 0.07
H 1.1194 1.6959 -3.2614 0.10
H -0.0909 3.7299 -4.0035 0.11
H -2.5310 3.9068 -3.6566 0.11
H -3.7674 2.0632 -2.6021 0.10
H -4.0652 -3.0770 -1.2807 0.12
H -4.0076 -5.1554 -2.6126 0.11
H -2.6073 -5.2746 -4.6539 0.10
H -1.3256 -3.2981 -5.3869 0.11
H -1.4268 -1.2059 -4.0934 0.10
H -4.6165 0.0254 0.6489 0.08
H -7.0428 0.5366 0.7654 0.11
H -8.3820 0.6107 -1.3077 0.11
H -7.3135 0.1632 -3.4910 0.11
H -4.9080 -0.3552 -3.6050 0.12
C -2.8221 -8.3084 -2.8295 -0.05
O -2.2630 -7.3205 -1.9724 -0.09
C -1.7216 -7.7401 -0.8005 -0.22
C -1.6892 -9.0569 -0.3607 0.00
C -1.1318 -9.3543 0.8755 -0.06
C -0.6224 -8.3521 1.6852 -0.07
C -0.6550 -7.0370 1.2515 -0.02
C -1.1778 -6.7342 0.0058 -0.16
N -1.2800 -5.3963 -0.4661 0.16
C -0.4637 -4.3813 -0.3002 0.04
C 0.8871 -4.3748 0.1091 -0.12
C 1.7683 -5.4773 -0.0409 -0.03
C 3.1046 -5.3309 0.1813 -0.07
C 3.6053 -4.0709 0.5765 -0.04
C 2.7935 -2.9821 0.7322 -0.04
C 1.3983 -3.0985 0.5108 -0.37
O 0.5353 -2.1623 0.6940 -0.31
H -3.1873 -7.7764 -3.7029 0.09
H -3.6526 -8.8243 -2.3444 0.10
H -2.0640 -9.0310 -3.1358 0.10
H -2.0944 -9.8495 -0.9711 0.11
H -1.1082 -10.3830 1.2080 0.11
H -0.2075 -8.5885 2.6546 0.11
H -0.2704 -6.2428 1.8772 0.12
H -2.1321 -5.1942 -0.9808 0.13
H -0.9044 -3.4174 -0.5469 0.14
H 1.3806 -6.4288 -0.3758 0.12
H 3.7802 -6.1627 0.0445 0.11
H 4.6678 -3.9625 0.7574 0.12
H 3.1883 -2.0214 1.0233 0.07